{"formula": "C19H28N4O5S", "method": "the ωB97M-V functional and the def2-TZVPD basis", "symbols": ["O", "C", "N", "C", "C", "C", "C", "C", "C", "N", "C", "C", "C", "N", "S", "O", "O", "N", "C", "C", "C", "C", "C", "O", "C", "C", "O", "C", "C", "H", "H", "H", "H", "H", "H", "H", "H", "H", "H", "H", "H", "H", "H", "H", "H", "H", "H", "H", "H", "H", "H", "H", "H", "H", "H", "H", "H"], "positions_angstrom": [[-3.141475, -1.796110, 1.663687], [-3.355991, -1.770593, 0.469201], [-4.579228, -1.490411, -0.042908], [-5.603032, -0.862019, 0.752855], [-5.839778, 0.562145, 0.314844], [-6.664900, 1.413290, 1.044725], [-6.845433, 2.708391, 0.593631], [-6.198898, 3.111296, -0.566215], [-5.402663, 2.187969, -1.221703], [-5.228745, 0.947415, -0.797562], [-2.322128, -2.085739, -0.609699], [-1.071526, -2.760218, -0.037221], [-0.254507, -1.789326, 0.816853], [0.042997, -0.549360, 0.128192], [1.322557, -0.655215, -0.924573], [1.395577, 0.583157, -1.645447], [1.328832, -1.862024, -1.700827], [2.546970, -0.786336, 0.211150], [2.673604, 0.450092, 0.972716], [4.073117, 0.614722, 1.545929], [5.136054, 0.683367, 0.442302], [4.697120, -0.143892, -0.787033], [3.794678, -1.287224, -0.339566], [5.382318, 2.029177, 0.098417], [6.710967, 2.098213, -0.362399], [7.412839, 0.915692, 0.339675], [6.365462, 0.203086, 0.963433], [-1.132474, 0.117214, -0.392019], [-1.922686, -0.789650, -1.334205], [-4.660783, -1.324046, -1.034760], [-5.267993, -0.890316, 1.794381], [-6.540006, -1.428071, 0.675676], [-7.146578, 1.061603, 1.944082], [-7.477648, 3.395127, 1.137513], [-6.310623, 4.113186, -0.949121], [-4.874972, 2.443837, -2.131329], [-2.794328, -2.764886, -1.329020], [-1.361384, -3.612879, 0.578196], [-0.449301, -3.107545, -0.862784], [0.704714, -2.232676, 1.085037], [-0.811994, -1.539988, 1.722921], [1.933930, 0.415113, 1.776058], [2.440808, 1.302539, 0.323842], [4.322720, -0.223200, 2.195976], [4.126060, 1.536086, 2.125187], [5.576410, -0.534426, -1.300459], [4.142899, 0.505753, -1.467144], [4.300814, -1.889432, 0.421869], [3.526669, -1.930619, -1.177992], [6.751058, 1.992518, -1.453953], [7.115582, 3.069679, -0.076092], [8.108377, 1.241454, 1.117099], [7.943780, 0.276664, -0.375165], [-0.782704, 1.006715, -0.916538], [-1.749923, 0.416354, 0.460437], [-2.802460, -0.254739, -1.697125], [-1.282763, -1.040913, -2.183037]], "forces_ev_per_angstrom": [[0.2, 0.1, 0.4], [-0.1, -0.4, -0.6], [-0.5, 0.0, -0.1], [0.0, -0.2, 0.1], [-0.1, 0.1, 0.1], [0.1, 0.0, -0.1], [0.0, -0.1, 0.0], [0.0, 0.0, 0.0], [-0.1, 0.4, -0.1], [0.1, -0.3, 0.0], [0.2, -0.1, 0.0], [-0.2, 0.1, 0.1], [0.0, -0.7, 0.3], [0.9, 0.1, -0.5], [0.1, 0.0, 0.7], [-0.1, 0.2, 0.0], [0.1, -0.2, 0.1], [-0.9, -0.1, -0.6], [-0.1, 0.6, 0.6], [0.2, 0.0, -0.4], [-0.3, -0.2, 0.0], [0.1, 0.1, 0.2], [0.5, -0.3, -0.4], [-0.3, 0.1, 0.2], [0.3, -0.1, -0.2], [0.2, 0.2, -0.1], [-0.3, -0.1, 0.2], [-0.3, 0.4, -0.5], [0.0, 0.1, 0.1], [0.2, 0.0, 0.1], [-0.1, 0.0, -0.1], [0.1, 0.1, 0.1], [0.0, 0.0, 0.1], [0.0, 0.0, 0.0], [0.0, 0.1, -0.1], [0.0, 0.1, -0.1], [0.0, 0.1, 0.1], [0.0, 0.0, 0.0], [-0.1, -0.1, 0.1], [-0.1, -0.1, 0.2], [0.2, 0.0, -0.1], [0.1, 0.2, 0.0], [0.0, 0.0, 0.2], [0.0, 0.0, 0.1], [0.0, -0.1, 0.0], [0.0, 0.0, 0.0], [0.0, 0.0, 0.0], [-0.1, 0.0, -0.1], [0.3, -0.1, 0.1], [0.0, 0.0, 0.1], [0.0, -0.1, -0.1], [0.0, 0.0, -0.1], [0.0, 0.1, 0.1], [-0.2, 0.1, 0.1], [0.1, 0.0, 0.0], [0.0, 0.0, -0.1], [-0.1, 0.0, -0.1]], "lowdin_charge": [0.068, -0.462, 0.062, -0.118, -0.257, -0.023, -0.066, -0.066, -0.135, 0.103, -0.221, -0.123, -0.184, -0.221, 0.640, -0.272, -0.272, -0.219, -0.186, -0.049, -0.505, -0.050, -0.175, -0.041, -0.147, -0.145, -0.048, -0.176, -0.118, 0.126, 0.127, 0.131, 0.114, 0.107, 0.100, 0.107, 0.148, 0.124, 0.104, 0.118, 0.121, 0.122, 0.122, 0.132, 0.134, 0.131, 0.131, 0.134, 0.113, 0.122, 0.124, 0.122, 0.119, 0.116, 0.135, 0.102, 0.120], "e_homo_ev": -9.113, "multiplicity": 1, "smiles": "O=C(NCc1ccccn1)C1CCN(S(=O)(=O)N2CCC3(CC2)OCCO3)CC1", "max_force_ev_per_a": 1.08}

***

{"formula": "C2HClO2S", "method": "the ωB97M-V functional and the def2-TZVPD basis", "symbols": ["O", "C", "C", "O", "S", "Cl", "H"], "positions_angstrom": [[-0.444422, -0.854325, -0.853977], [0.597944, -0.288156, -0.912485], [0.720799, 1.104723, -1.194414], [0.812762, 2.083880, -0.530862], [0.493577, 1.108626, -3.291489], [-0.511029, 2.813049, -3.411699], [1.578142, -1.034697, -0.903868]], "forces_ev_per_angstrom": [[-1.2, 0.2, 0.3], [2.5, -4.9, 0.4], [0.0, 3.5, -1.7], [-0.2, -1.3, -1.0], [0.5, -0.3, 2.0], [-0.2, 0.6, 0.0], [-1.5, 2.3, 0.0]], "lowdin_charge": [0.093, -0.332, -0.508, 0.119, 0.341, 0.101, 0.187], "e_homo_ev": -9.584, "multiplicity": 1, "smiles": "O=CC(=O)SCl", "max_force_ev_per_a": 5.50}

***

{"formula": "C5HBr5O", "method": "the ωB97M-V functional and the def2-TZVPD basis", "symbols": ["C", "C", "C", "C", "C", "O", "Br", "Br", "Br", "Br", "Br", "H"], "positions_angstrom": [[0.108625, 1.314559, -0.737092], [0.926502, 1.392170, 0.259624], [-0.673824, 0.068319, -0.933741], [0.049428, -1.033822, 1.315402], [-0.307703, -1.165772, -0.087727], [-1.519910, 0.100962, -1.772128], [-0.338691, 2.786757, -2.005514], [2.335538, 1.988486, 1.219531], [-1.251504, -0.264503, 2.352924], [1.391034, -1.633258, -1.049432], [-1.800809, -2.371807, -0.398981], [1.081314, -1.182091, 1.837134]], "forces_ev_per_angstrom": [[0.4, 1.2, 0.3], [0.7, -0.6, 0.4], [-0.7, 1.5, -0.7], [2.0, 0.9, 0.9], [0.9, -0.4, -1.0], [-0.4, -0.9, 0.0], [0.5, -0.9, 0.9], [-0.5, 0.2, -0.4], [-0.5, 0.1, 0.7], [-0.5, -0.5, 0.2], [0.3, -0.6, 0.2], [-2.2, 0.0, -1.5]], "lowdin_charge": [-0.679, -0.661, -0.673, -0.730, -1.209, 0.013, 0.707, 0.822, 0.784, 0.756, 0.773, 0.099], "e_homo_ev": [-8.943, -9.043], "multiplicity": 1, "max_force_ev_per_a": 2.64}

***

{"formula": "C11H8FeNO5", "method": "the ωB97M-V functional and the def2-TZVPD basis", "symbols": ["O", "C", "Fe", "O", "C", "C", "O", "C", "O", "C", "O", "H", "C", "C", "C", "C", "N", "C", "C", "H", "H", "H", "H", "H", "H", "H"], "positions_angstrom": [[-0.556524, -4.838860, -2.145540], [-0.435286, -4.146238, -3.065712], [-0.126362, 0.638904, -1.770400], [2.590038, -1.239726, 0.017498], [2.119101, -0.834536, -1.014515], [2.587949, -0.103282, -2.417482], [3.725192, 0.355537, -2.444464], [0.759576, 0.901240, -3.973984], [0.026437, 1.412956, -4.721289], [1.852119, -0.244993, -3.663463], [2.210818, -0.892173, -4.657050], [-0.558815, -0.886085, -1.391988], [-1.758414, 1.275866, 3.983012], [-1.181096, 0.759564, 2.716421], [0.183446, 0.971767, 2.417794], [0.636862, 0.699057, 1.123702], [-0.225983, 0.323556, 0.123622], [-1.512534, -0.085818, 0.490141], [-2.014189, 0.115373, 1.766827], [-1.291900, 0.792123, 4.838635], [-1.568580, 2.345549, 4.085118], [-2.833996, 1.112711, 4.028929], [0.881037, 1.409977, 3.167467], [1.689009, 0.863362, 0.866014], [-2.120082, -0.531582, -0.312645], [-3.077835, -0.174238, 1.953349]], "forces_ev_per_angstrom": [[0.4, 2.3, -3.1], [-0.4, -2.3, 3.1], [0.6, -1.2, 0.2], [-3.1, 1.9, -5.0], [4.2, -0.8, 2.1], [1.1, -0.2, 2.6], [-1.3, -0.8, 0.6], [-1.9, -1.5, 2.1], [1.5, -0.1, -0.2], [0.5, -0.2, -5.5], [-1.4, 1.3, 3.4], [0.7, 0.5, -1.7], [-0.1, -0.1, 0.4], [-0.1, 0.0, -0.5], [-0.1, -0.2, -0.5], [-0.9, 0.6, 0.0], [-1.1, -0.3, 2.2], [1.0, 0.8, 0.2], [0.2, 0.1, -0.4], [0.0, -0.1, 0.1], [0.0, 0.0, -0.1], [0.1, 0.0, 0.0], [-0.7, -0.5, -0.7], [-0.6, 0.1, 0.0], [0.3, 0.3, 0.6], [1.2, 0.4, 0.1]], "lowdin_charge": [-0.007, 0.011, 0.616, 0.181, 0.046, -0.371, 0.160, -0.069, 0.202, -0.296, 0.187, 0.101, -0.029, -0.227, 0.020, -0.091, -0.137, -0.109, 0.012, 0.101, 0.103, 0.089, 0.147, 0.117, 0.100, 0.145], "e_homo_ev": [-11.898, -13.129], "multiplicity": 5, "charge": 1, "max_force_ev_per_a": 6.14}

***

Number 1: E -1734.2293 Ha. Number 2: E -1085.5967 Ha. Number 3: E -13136.2614 Ha. Number 4: E -2118.0415 Ha.